1.
This record from the Open Molecules 2025 dataset describes a molecular structure, C13H11Cl2F6NO7PdS3. The level of theory is ωB97M-V/def2-TZVPD.

Structure (XYZ):
```
44
Properties=species:S:1:pos:R:3:lowdin_spin:R:1
Pd -0.006 -0.209 -0.464 0.7382
Cl -1.593 -5.505 -4.139 0.0680
C -1.846 -4.361 -2.886 0.2074
C -2.291 -4.733 -1.661 -0.0226
C -2.471 -3.754 -0.669 0.2853
Cl -2.897 -4.221 0.901 0.1145
C -2.339 -2.357 -0.967 0.0319
O -2.482 -1.468 0.035 0.0117
C -2.077 -1.972 -2.260 0.0926
C -2.065 -0.587 -2.753 0.0128
O -2.028 0.428 -2.091 0.0496
C -1.481 -2.958 -3.173 0.0549
H -2.488 -5.769 -1.430 -0.0048
H -2.056 -0.527 -3.861 0.0000
H -1.605 -2.702 -4.224 0.0052
F 1.290 -0.651 -4.061 0.0010
C 1.998 -1.245 -3.107 0.0075
F 2.833 -2.110 -3.643 0.0020
F 2.679 -0.321 -2.439 0.0039
S 0.813 -2.064 -1.935 0.0205
O -1.119 -1.618 0.563 0.2158
O 0.076 -2.910 -3.057 0.0690
N 1.859 -2.922 -1.195 0.0033
S 1.545 -3.848 0.077 0.0006
O 0.308 -4.551 -0.060 0.0028
O 1.899 -3.209 1.301 0.0006
C 2.866 -5.100 -0.220 0.0003
F 4.070 -4.536 -0.191 0.0002
F 2.789 -6.009 0.751 0.0000
F 2.700 -5.706 -1.391 0.0000
O 0.030 1.698 0.823 0.0124
S 1.406 2.270 0.562 0.0106
C 1.748 3.448 1.902 0.0055
C 3.113 3.090 2.470 0.0007
C 3.129 1.566 2.559 -0.0001
C 2.619 1.065 1.211 -0.0004
H 0.945 3.261 2.618 0.0001
H 1.660 4.462 1.518 0.0000
H 3.270 3.575 3.433 0.0003
H 3.906 3.433 1.800 0.0000
H 2.463 1.229 3.355 0.0000
H 4.122 1.172 2.770 0.0000
H 2.082 0.114 1.252 -0.0011
H 3.411 0.980 0.466 0.0000
```

## Properties
LUMO level (alpha / beta) = -0.009 / -0.083 Ha
energy relative to the best compared isomer or geometry (same formula, charge and spin) = 585.2 kJ/mol
multiplicity = 3
orbital gap (alpha / beta) = 0.291 / 0.240 hartree
highest occupied orbital energy (alpha / beta) = -0.3008 / -0.3222 hartree

2.
This record from the Open Molecules 2025 dataset describes a molecular structure, C13H11Cl3N3Pt in a non-equilibrium geometry. The level of theory is ωB97M-V/def2-TZVPD.

Structure (XYZ):
```
31
Properties=species:S:1:pos:R:3:mulliken_charge:R:1
Pt -1.046 -0.496 0.439 0.5577
C 3.221 -1.152 -0.190 -0.6836
C 3.716 0.140 0.022 -0.4015
C 2.833 1.192 0.082 -0.7169
C 1.456 0.949 -0.011 0.6950
N 0.999 -0.325 -0.141 -0.4473
C 1.860 -1.337 -0.266 0.1542
C 0.440 1.971 0.060 0.8707
C 0.693 3.335 -0.140 -0.7689
C -0.338 4.243 -0.078 -0.3651
C -1.633 3.771 0.162 -0.7220
C -1.831 2.422 0.343 0.1134
N -0.829 1.530 0.318 -0.1437
H 3.889 -1.991 -0.284 0.3966
H 4.773 0.310 0.132 0.4602
H 3.173 2.206 0.219 0.2950
H 1.445 -2.324 -0.429 0.2229
H 1.691 3.671 -0.366 0.2850
H -0.163 5.295 -0.239 0.4540
H -2.468 4.448 0.209 0.4000
H -2.824 2.030 0.526 0.4091
C -2.955 -0.650 -0.443 -1.2705
H -3.109 -1.685 -0.742 0.3019
H -3.064 0.012 -1.300 0.3176
H -3.666 -0.381 0.345 0.3837
Cl 0.688 -5.347 0.121 -0.0870
C -1.043 -4.897 0.211 0.6300
Cl -1.905 -5.966 1.351 -0.0626
Cl -1.789 -5.033 -1.426 -0.0700
C -1.096 -3.538 0.631 0.1283
N -1.118 -2.403 0.885 -0.3362
```

## Properties
LUMO level = -0.155 Ha
charge = +1
orbital gap = 0.251 hartree
highest occupied orbital energy = -0.4066 hartree

3.
This record from the Open Molecules 2025 dataset describes a molecular structure, C13H11IIrNO2Se2Te2. The level of theory is ωB97M-V/def2-TZVPD.

Structure (XYZ):
```
33
Properties=species:S:1:pos:R:3:mulliken_charge:R:1
Ir -1.179 -0.346 -0.012 0.6269
C 3.060 0.351 0.758 -1.6464
C 1.631 0.655 0.383 1.6690
O 0.872 -0.338 0.408 -0.7278
C 1.242 1.995 0.027 0.3509
C 2.262 2.981 -0.071 -0.8554
C 2.000 4.282 -0.379 -0.8808
C 0.661 4.673 -0.590 -0.3346
C -0.354 3.767 -0.502 -0.6831
C -0.113 2.396 -0.203 0.7655
O -1.164 1.654 -0.143 -0.5257
H 3.119 -0.688 1.067 0.3038
H 3.396 0.994 1.571 0.4364
H 3.723 0.510 -0.093 0.4254
H 3.289 2.686 0.096 0.3355
H 2.801 5.003 -0.453 0.3886
H 0.434 5.706 -0.824 0.3821
H -1.388 4.048 -0.654 0.4792
Se -3.561 -0.521 -0.523 -0.3396
Te -4.746 1.365 0.690 -0.0730
Te -2.884 1.835 2.632 -0.1312
Se -1.646 -0.310 2.360 -0.3100
I -0.363 -1.283 -2.653 0.1011
C -0.735 -2.857 -1.333 0.4112
C -0.622 -4.192 -1.651 -0.4769
C -0.965 -5.112 -0.672 -0.1715
C -1.410 -4.658 0.558 -0.8145
C -1.489 -3.298 0.793 -0.0250
N -1.134 -2.403 -0.138 -0.2103
H -0.286 -4.495 -2.632 0.4051
H -0.895 -6.172 -0.875 0.3982
H -1.708 -5.347 1.335 0.4005
H -1.848 -2.880 1.724 0.3264
```

## Properties
LUMO level = -0.022 Ha
energy relative to the best compared isomer or geometry (same formula, charge and spin) = 0.0 kJ/mol
orbital gap = 0.209 hartree
highest occupied orbital energy = -0.2313 hartree